(1)
The following is a DFT calculation (ωB97M-V with the def2-TZVPD basis set) of a structure of composition C19H18AsBrF6GaN in a non-equilibrium geometry.

Computed properties:
Net charge ... +1
Total energy ... -221040.9927 eV
Max |F| ... 0.0434 Eh/bohr
Multiplicity ... 2
Relative energy (zero: lowest compared OMol25 entry of this formula, charge and spin) ... 14.5 kcal/mol
Gap between HOMO and LUMO (spin up / spin down) ... 5.9993 / 5.7954 eV

Last column: Löwdin charge in e.
Cartesian coordinates (Å):
Ga1 -0.696 -1.044 0.554  1.01
C1 -2.982 -2.982 0.216  -0.04
N1 -2.070 -2.596 1.318  -0.33
C2 -2.837 -2.058 2.465  -0.04
C3 -1.283 -3.756 1.748  -0.14
C4 0.186 -3.523 1.522  -0.22
C5 1.042 -4.558 1.894  -0.02
C6 2.404 -4.460 1.730  -0.03
C7 2.934 -3.302 1.178  -0.05
C8 2.111 -2.258 0.798  -0.13
C9 0.726 -2.358 0.971  -0.16
H1 -3.719 -3.705 0.573  0.11
H2 -2.399 -3.443 -0.583  0.11
H3 -3.503 -2.115 -0.174  0.07
H4 -3.562 -2.799 2.811  0.11
H5 -3.363 -1.156 2.187  0.06
H6 -2.148 -1.837 3.281  0.11
H7 -1.590 -4.650 1.203  0.14
H8 -1.458 -3.964 2.805  0.14
H9 0.604 -5.453 2.321  0.13
H10 3.050 -5.274 2.026  0.12
H11 4.001 -3.202 1.035  0.12
H12 2.644 -1.416 0.376  -0.06
Br1 3.073 0.660 -0.413  0.87
C10 3.351 2.367 -1.193  -0.60
C11 4.605 2.883 -1.286  -0.11
C12 4.781 4.155 -1.874  -0.06
C13 3.713 4.858 -2.346  -0.02
C14 2.401 4.331 -2.266  -0.16
C15 1.270 5.031 -2.763  -0.03
C16 0.023 4.495 -2.692  -0.06
C17 -0.179 3.207 -2.109  -0.09
C18 0.906 2.583 -1.638  0.06
C19 2.219 3.053 -1.672  -0.24
H13 5.457 2.331 -0.914  0.11
H14 5.778 4.567 -1.947  0.11
H15 3.852 5.832 -2.798  0.12
H16 1.424 6.006 -3.209  0.12
H17 -0.838 5.025 -3.077  0.11
H18 -1.163 2.790 -2.071  0.09
F1 -2.156 -0.060 0.309  -0.24
As1 -4.359 1.263 0.284  0.87
F2 -4.967 -0.279 -0.111  -0.19
F3 -4.352 0.770 1.914  -0.20
F4 -5.772 2.151 0.268  -0.14
F5 -3.242 2.466 0.700  -0.18
F6 -3.918 1.422 -1.348  -0.19

(2)
The following is a DFT calculation (ωB97M-V with the def2-TZVPD basis set) of a cluster of 3 separate species, C2H8OS2 in total.

Computed properties:
Net charge ... +1
Total energy ... -25908.9198 eV
Max |F| ... 0.0175 Eh/bohr
Multiplicity ... 2
Relative energy (zero: lowest compared OMol25 entry of this formula, charge and spin) ... 106.4 kcal/mol
Gap between HOMO and LUMO (spin up / spin down) ... 4.6929 / 4.8376 eV

Last column: Löwdin charge in e.
Cartesian coordinates (Å):
C1 1.582 -1.374 0.186  -0.48
S1 1.792 0.372 0.229  0.83
S2 -1.852 -0.770 -0.238  0.97
C2 -1.311 0.234 1.023  -0.56
H1 2.340 -1.770 0.862  0.06
H2 0.564 -1.679 0.462  0.00
H3 1.768 -1.755 -0.813  0.06
H4 -0.939 -0.364 1.859  0.07
H5 -0.659 1.061 0.712  0.00
H6 -2.195 0.678 1.528  0.13
H7 -0.955 1.266 -1.810  -0.03
H8 0.400 2.019 -1.889  0.01
O1 -0.534 2.082 -2.112  -0.05

(3)
The following is a DFT calculation (ωB97M-V with the def2-TZVPD basis set) of a structure of composition C48H52EuGe2N7OPS in a non-equilibrium geometry.

Computed properties:
Net charge ... +1
Total energy ... -215572.6655 eV
Max |F| ... 0.0518 Eh/bohr
Multiplicity ... 7
Gap between HOMO and LUMO (spin up / spin down) ... 6.2585 / 7.6987 eV

Last column: Löwdin charge in e.
Cartesian coordinates (Å):
Eu1 0.340 -1.822 -0.610  1.51
O1 0.397 -4.006 -3.223  -0.11
N1 1.384 -3.221 -2.573  -0.09
C1 2.529 -3.458 -3.110  -0.07
C2 3.860 -2.936 -2.744  -0.19
C3 4.861 -3.570 -3.420  -0.05
C4 6.191 -3.239 -3.302  -0.05
C5 6.576 -2.132 -2.576  -0.04
C6 5.572 -1.404 -1.944  -0.06
C7 4.219 -1.793 -1.993  -0.30
P1 3.165 -0.820 -0.934  1.02
C8 3.518 0.914 -1.305  -0.42
C9 4.434 1.676 -0.598  -0.09
C10 4.662 3.038 -0.973  -0.03
C11 3.878 3.655 -2.001  -0.06
C12 2.955 2.871 -2.686  -0.08
C13 2.845 1.512 -2.364  -0.11
C14 3.828 -1.139 0.726  -0.38
C15 3.423 -0.249 1.705  -0.14
C16 3.747 -0.453 3.045  -0.06
C17 4.514 -1.551 3.406  -0.07
C18 5.004 -2.409 2.425  -0.06
C19 4.610 -2.215 1.134  -0.09
H1 -0.479 -3.670 -2.878  -0.04
H2 2.538 -4.178 -3.929  0.14
H3 4.583 -4.358 -4.129  0.13
H4 6.883 -3.803 -3.877  0.11
H5 7.615 -1.866 -2.580  0.11
H6 5.827 -0.477 -1.388  0.12
H7 4.974 1.285 0.239  0.10
H8 5.304 3.620 -0.337  0.10
H9 4.017 4.696 -2.307  0.11
H10 2.244 3.318 -3.395  0.11
H11 2.109 0.863 -2.900  0.09
H12 2.901 0.654 1.420  0.06
H13 3.305 0.230 3.767  0.11
H14 4.728 -1.781 4.465  0.12
H15 5.651 -3.211 2.736  0.12
H16 4.925 -2.965 0.456  0.10
C20 0.913 2.198 1.961  -0.18
C21 0.967 2.608 0.517  -0.37
Ge1 -0.725 3.462 -0.194  0.89
C22 -0.414 4.695 -1.784  -0.34
C23 -1.680 5.522 -1.997  -0.19
C24 -1.748 4.164 1.278  -0.26
C25 -2.671 3.269 1.608  -0.36
Ge2 -2.578 1.976 0.060  0.89
C26 -4.150 2.332 -1.079  -0.36
C27 -5.644 2.129 -0.654  -0.18
C28 -2.174 0.049 0.388  -0.38
C29 -2.524 -0.533 1.800  -0.16
C30 -3.636 3.324 2.666  -0.24
C31 -4.646 2.339 2.747  -0.04
C32 -5.498 2.327 3.870  -0.07
C33 -5.353 3.298 4.849  -0.09
C34 -4.361 4.259 4.762  -0.08
C35 -3.493 4.257 3.714  -0.03
H17 1.850 1.811 2.307  0.03
H18 0.236 1.367 2.068  0.05
H19 0.658 3.084 2.600  0.10
H20 1.312 1.739 -0.104  0.04
H21 1.722 3.390 0.424  0.06
H22 -0.134 4.091 -2.640  0.04
H23 0.387 5.386 -1.485  0.06
H24 -2.589 4.917 -2.112  0.05
H25 -1.655 6.087 -2.924  0.07
H26 -1.892 6.187 -1.163  0.07
H27 -1.612 5.138 1.802  0.08
H28 -3.998 1.795 -2.083  0.06
H29 -4.031 3.434 -1.256  0.05
H30 -5.918 1.212 -0.124  0.04
H31 -6.271 2.215 -1.567  0.07
H32 -6.051 2.943 0.013  0.08
H33 -1.067 0.071 0.310  -0.03
H34 -2.580 -0.572 -0.394  0.00
H35 -2.120 0.106 2.642  0.09
H36 -2.043 -1.460 2.055  0.04
H37 -3.590 -0.579 2.037  0.05
H38 -4.753 1.608 1.955  0.07
H39 -6.308 1.638 3.890  0.09
H40 -6.066 3.344 5.671  0.11
H41 -4.318 4.949 5.612  0.12
H42 -2.694 4.983 3.621  0.11
C36 -4.622 -3.443 0.601  0.00
N2 -4.418 -2.670 -0.628  -0.09
C37 -5.388 -1.774 -1.144  -0.01
C38 -4.851 -1.209 -2.240  -0.04
N3 -3.622 -1.822 -2.437  0.09
C39 -3.309 -2.608 -1.391  -0.69
S1 -1.791 -3.451 -1.121  0.61
H43 -4.628 -2.817 1.538  0.11
H44 -3.850 -4.191 0.657  0.07
H45 -5.588 -3.905 0.565  0.09
H46 -6.273 -1.557 -0.635  0.11
H47 -5.188 -0.439 -2.954  0.15
H48 -3.018 -1.543 -3.219  0.10
N4 -2.213 0.957 -6.248  0.12
C40 -1.925 0.335 -5.315  -0.34
N5 -1.797 -0.628 -4.342  0.04
C41 -0.862 -0.543 -3.469  -0.37
N6 -0.125 -0.581 -2.552  -0.03
N7 3.014 -6.090 5.055  0.18
C42 2.546 -5.650 4.105  -0.18
C43 2.065 -4.984 2.952  -0.24
C44 2.284 -5.463 1.671  -0.04
C45 1.949 -4.778 0.542  -0.13
C46 1.324 -3.534 0.591  -0.32
C47 1.081 -3.030 1.952  -0.16
C48 1.505 -3.726 3.070  -0.05
H49 2.723 -6.454 1.547  0.13
H50 2.131 -5.231 -0.447  0.10
H51 0.701 -2.016 2.069  0.06
H52 1.449 -3.320 4.112  0.14

(4)
The following is a DFT calculation (ωB97M-V with the def2-TZVPD basis set) of an isolated molecule of C9H9NO4 in a non-equilibrium geometry.

Computed properties:
Total energy ... -19155.0087 eV
Max |F| ... 0.1012 Eh/bohr
Relative energy (zero: lowest compared OMol25 entry of this formula, charge and spin) ... 91.2 kcal/mol
Gap between HOMO and LUMO ... 9.3841 eV

Last column: Löwdin charge in e.
Cartesian coordinates (Å):
O1 -1.173 -1.100 -3.416  0.09
N1 -1.604 -1.055 -2.289  -0.37
O2 -2.476 -1.768 -1.817  0.10
C1 -0.830 -0.126 -1.462  -0.11
C2 -1.503 0.378 -0.102  -0.21
O3 -2.067 1.670 -0.246  -0.01
C3 -0.257 0.501 0.857  -0.11
C4 -0.128 1.162 2.033  -0.02
C5 1.094 0.911 2.714  -0.08
C6 2.229 0.294 2.197  -0.06
C7 2.057 -0.284 0.908  0.01
C8 0.811 -0.216 0.301  -0.11
C9 0.427 -0.886 -1.004  -0.30
O4 1.415 -0.765 -1.945  0.04
H1 -0.456 0.758 -2.096  0.20
H2 -2.100 -0.479 0.244  0.15
H3 -2.614 1.882 -1.032  0.12
H4 -0.945 1.538 2.677  0.13
H5 1.109 1.221 3.812  0.12
H6 3.028 0.059 2.771  0.06
H7 2.879 -0.965 0.616  0.13
H8 0.055 -1.873 -0.917  0.15
H9 1.049 -0.859 -2.805  0.07

(5)
The following is a DFT calculation (ωB97M-V with the def2-TZVPD basis set) of a cluster of 2 separate species, C7H14N3O2 in total in a non-equilibrium geometry.

Computed properties:
Net charge ... +1
Total energy ... -16041.5162 eV
Max |F| ... 0.1009 Eh/bohr
Relative energy (zero: lowest compared OMol25 entry of this formula, charge and spin) ... 79.0 kcal/mol
Gap between HOMO and LUMO ... 11.1295 eV

Last column: Löwdin charge in e.
Cartesian coordinates (Å):
C1 1.263 2.089 0.963  0.15
C2 2.079 1.289 0.653  0.01
C3 2.849 0.091 0.266  -0.52
C4 -1.409 -0.131 -0.365  -0.31
C5 -1.279 -0.153 -1.901  0.03
C6 -3.000 -0.121 1.496  -0.02
C7 5.012 -0.984 -0.126  0.07
N1 -2.601 0.115 0.154  -0.21
N2 -0.434 -0.546 0.389  0.23
N3 -3.480 0.668 -0.783  0.04
O1 2.198 -0.927 0.083  0.07
O2 4.122 0.179 0.075  0.02
H1 0.647 2.917 1.203  0.05
H2 -0.836 -1.130 -2.236  0.11
H3 -0.507 0.589 -2.182  0.10
H4 -2.129 0.089 -2.531  0.07
H5 -2.727 0.678 2.232  0.12
H6 -4.103 -0.209 1.425  0.11
H7 -2.687 -1.104 1.799  0.10
H8 5.909 -0.474 -0.369  0.10
H9 4.624 -1.588 -0.847  0.06
H10 4.920 -1.549 0.741  0.09
H11 0.350 -0.946 -0.179  0.12
H12 -0.430 -0.177 1.281  0.09
H13 -4.267 -0.082 -1.006  0.16
H14 -4.084 1.415 -0.234  0.15

(6)
The following is a DFT calculation (ωB97M-V with the def2-TZVPD basis set) of an isolated molecule of C19H24N4O3.

Computed properties:
Total energy ... -32195.2783 eV
Max |F| ... 0.0056 Eh/bohr
Relative energy (zero: lowest compared OMol25 entry of this formula, charge and spin) ... 67.7 kcal/mol
Gap between HOMO and LUMO ... 8.5658 eV

Last column: Löwdin charge in e.
Cartesian coordinates (Å):
C1 -3.939 -2.794 1.987  -0.10
C2 -2.599 -2.236 1.831  -0.08
C3 -1.515 -1.751 1.680  -0.03
C4 -0.209 -1.130 1.469  -0.14
C5 -0.279 0.058 0.502  -0.22
N1 -0.820 -0.293 -0.789  0.10
C6 -2.155 -0.225 -1.062  -0.43
O1 -2.967 0.360 -0.366  0.07
C7 -2.540 -0.908 -2.313  -0.16
N2 -1.650 -1.555 -3.123  0.12
C8 -2.339 -2.037 -4.123  -0.13
N3 -3.669 -1.732 -4.000  0.00
C9 -4.739 -2.039 -4.813  -0.04
C10 -5.967 -1.617 -4.464  -0.07
C11 -6.161 -0.858 -3.263  -0.07
C12 -5.113 -0.553 -2.463  0.01
C13 -3.816 -0.999 -2.830  -0.12
C14 1.086 0.738 0.396  -0.44
O2 1.869 0.734 1.331  0.07
N4 1.331 1.372 -0.770  0.12
C15 2.566 2.103 -1.001  -0.30
C16 2.255 3.295 -1.885  -0.21
O3 1.771 2.793 -3.129  -0.05
C17 3.641 1.177 -1.567  -0.17
C18 4.998 1.838 -1.764  -0.26
C19 6.059 0.838 -2.204  -0.11
H1 -4.673 -1.994 2.091  0.08
H2 -4.212 -3.392 1.117  0.07
H3 -3.998 -3.430 2.870  0.07
H4 0.214 -0.782 2.410  0.12
H5 0.488 -1.876 1.072  0.13
H6 -0.959 0.803 0.926  0.16
H7 -0.268 -0.858 -1.419  0.14
H8 -1.954 -2.606 -4.953  0.13
H9 -4.521 -2.615 -5.700  0.13
H10 -6.804 -1.860 -5.102  0.10
H11 -7.156 -0.526 -2.998  0.10
H12 -5.219 0.017 -1.552  0.11
H13 0.645 1.350 -1.508  0.14
H14 2.903 2.483 -0.033  0.15
H15 1.496 3.913 -1.394  0.13
H16 3.155 3.900 -2.023  0.11
H17 1.507 3.531 -3.685  0.09
H18 3.744 0.342 -0.868  0.12
H19 3.288 0.761 -2.515  0.12
H20 4.922 2.633 -2.511  0.10
H21 5.309 2.316 -0.829  0.12
H22 7.028 1.318 -2.345  0.07
H23 6.181 0.048 -1.462  0.07
H24 5.780 0.366 -3.148  0.07